No. 1
A cluster of 2 separate species, CH3NO2S in total in a non-equilibrium geometry, computed with wB97M-V/def2-TZVPD.

Structure (XYZ):
```
8
CH3NO2S, DFT wB97M-V/def2-TZVPD
C -0.184 -0.156 -0.173
N -2.685 1.412 -1.099
O -2.345 2.033 -0.184
O -3.632 1.296 -1.760
S -1.118 -0.548 -1.654
H 0.841 0.135 -0.643
H -0.100 -0.823 0.599
H -0.594 0.638 0.272
```

relative energy (zero: lowest compared OMol25 entry of this formula, charge and spin): 215.6 kJ/mol
multiplicity: 3

Mulliken atomic charge list, values in e, 5 entries:
1 C -0.72
2 N 0.81
3 O -0.46
4 O -0.47
5 S -0.05


No. 2
A cluster of 2 separate species, C8H15BN2O5 in total in a non-equilibrium geometry, computed with wB97M-V/def2-TZVPD.

Structure (XYZ):
```
31
C8H15BN2O5, DFT wB97M-V/def2-TZVPD
C -3.015 0.807 -2.308
C -2.174 -0.438 -2.521
O -1.136 -0.444 -1.542
N -0.886 -1.771 -1.054
B -1.733 -1.943 0.175
O -2.994 -2.394 -0.044
O -1.337 -1.589 1.444
C -1.391 -0.182 1.681
C 0.476 -1.985 -0.832
O 0.875 -2.824 -0.048
O 1.300 -1.282 -1.666
H -2.479 1.687 -2.642
H -3.169 0.933 -1.239
H -3.973 0.727 -2.803
H -1.722 -0.397 -3.510
H -2.775 -1.336 -2.463
H -3.403 -2.634 0.790
H -1.097 -0.001 2.705
H -2.383 0.218 1.486
H -0.691 0.333 1.027
H 1.348 -0.365 -1.390
C 3.163 2.527 2.058
C 4.083 2.195 1.026
C 3.818 0.909 0.638
N 2.771 0.452 1.391
C 2.366 1.433 2.257
H 3.096 3.460 2.592
H 4.855 2.827 0.621
H 4.286 0.282 -0.102
H 2.370 -0.467 1.332
H 1.552 1.264 2.940
```

relative energy (zero: lowest compared OMol25 entry of this formula, charge and spin): 221.1 kJ/mol

Mulliken atomic charge list, values in e, 5 entries:
1 C -1.04
2 C -0.25
3 O -0.35
4 N 0.07
5 B 0.70


No. 3
A structure of composition C12H19ClIN6O3PSSe2Te2Y in a non-equilibrium geometry, computed with wB97M-V/def2-TZVPD.

Structure (XYZ):
```
49
C12H19ClIN6O3PSSe2Te2Y, DFT wB97M-V/def2-TZVPD
Y -0.125 -0.232 -0.716
Cl 4.928 -5.342 -0.452
C 3.577 -4.340 -0.877
C 2.572 -4.847 -1.645
C 1.464 -4.058 -2.006
I -0.069 -4.867 -3.148
C 1.356 -2.743 -1.605
O 0.358 -1.955 -1.904
C 2.410 -2.218 -0.785
N 2.245 -0.937 -0.341
C 3.186 -0.402 0.408
C 4.347 -1.088 0.786
C 4.509 -2.388 0.384
C 3.525 -3.002 -0.415
H 2.623 -5.873 -1.982
H 3.030 0.622 0.734
H 5.090 -0.592 1.393
H 5.384 -2.953 0.674
N -0.345 2.320 -1.311
N 0.263 2.976 -2.386
C 0.878 2.250 -3.349
N 1.280 2.940 -4.423
S 1.134 0.599 -3.217
H -1.375 2.349 -1.412
H -0.107 2.788 -0.442
H -0.067 3.907 -2.600
H 1.106 3.924 -4.541
H 1.728 2.438 -5.169
Se -0.729 -2.059 1.326
Te -2.811 -2.297 -0.098
Te -2.815 -0.403 -2.105
Se -3.723 1.908 -1.678
N -1.758 -0.471 3.935
C -1.454 0.958 3.617
P -2.220 1.248 1.948
O -3.395 0.326 1.967
O -1.093 1.258 0.945
C -3.024 2.916 1.833
N -4.409 2.633 1.356
H -1.332 -1.093 3.169
H -2.766 -0.626 3.839
H -1.423 -0.758 4.853
H -0.376 1.089 3.605
H -1.890 1.588 4.392
H -2.515 3.492 1.064
H -3.050 3.480 2.763
H -4.702 1.733 1.763
H -4.346 2.425 0.307
H -5.075 3.378 1.545
```

charge: +1
relative energy (zero: lowest compared OMol25 entry of this formula, charge and spin): 139.4 kJ/mol

Mulliken atomic charge list, values in e, 5 entries:
1 Y 1.11
2 Cl -0.26
3 C 0.50
4 C -0.43
5 C -0.35